Record 1
The following is a quantum chemistry calculation of 6 unconnected molecules or ions with the total composition C5H21NO6 at a distorted geometry, from OMol25.

Results
Structure (SMILES) ... C=CCCNCO.O.O.O.O.O
M ... 191.22 g mol⁻¹
LUMO level ... 0.0129 Eh
E_tot ... -19298.5616 eV
HOMO-LUMO gap ... 9.649 eV
Charge ... 0

Last column: Mulliken charge in e.
Positions of all 33 atoms, in Å:
C1 -2.72804 2.48070 0.68369  -0.795
C2 -2.58283 1.80208 -0.43578  -0.131
C3 -1.58171 1.88823 -1.56357  -0.289
C4 -1.20932 0.51253 -2.09740  -0.938
N1 -0.47645 -0.18532 -1.04656  0.014
C5 -0.68323 -1.56322 -0.73488  -0.302
O1 -0.35852 -1.76092 0.62829  -0.585
H1 -3.64007 2.59254 1.24455  0.282
H2 -1.87465 2.97172 1.14070  0.194
H3 -3.36539 1.16295 -0.83854  0.228
H4 -0.66370 2.34685 -1.17345  0.204
H5 -1.91464 2.51924 -2.38873  0.342
H6 -0.70342 0.49857 -3.07674  0.351
H7 -2.06918 -0.12978 -2.29580  0.439
H8 0.43578 0.19354 -0.88231  0.169
H9 -1.70665 -1.89372 -0.92136  0.271
H10 -0.08522 -2.29832 -1.29535  0.238
H11 -0.00580 -0.99689 1.10535  0.340
O2 1.88868 -0.75852 2.34566  -0.707
H12 2.67916 -0.20347 2.33054  0.334
H13 2.26350 -1.52589 1.80165  0.390
O3 2.87536 -2.68689 0.95405  -0.691
H14 2.96759 -3.50233 1.46348  0.357
H15 2.03771 -2.89549 0.52577  0.382
O4 0.64612 1.93650 1.82327  -0.534
H16 0.86169 1.33209 1.09987  0.221
H17 1.46951 1.72437 2.28865  0.299
O5 2.03843 2.68511 -2.35255  -0.659
H18 2.17135 2.00460 -3.03491  0.327
H19 1.18341 2.30282 -2.11805  0.282
O6 0.95867 -3.69662 2.20197  -0.626
H20 0.45791 -3.87325 2.99509  0.282
H21 0.71394 -2.98381 1.62337  0.309

Forces on atoms 1 to 2 (eV/Å):
1.003 0.337 0.394
-1.033 -0.293 -1.854


Record 2
The following is a quantum chemistry calculation of a molecular structure, C30H24CoN4O5, from OMol25.

Results
Multiplicity ... 2
M ... 579.48 g mol⁻¹
<S²> ... 0.756
LUMO level (spin up / spin down) ... 0.1799 / 0.1799 Eh
E_tot ... -85327.1245 eV
HOMO-LUMO gap (spin up / spin down) ... 5.939 / 5.969 eV
Charge ... -2

Last column: Mulliken charge in e.
Positions of all 64 atoms, in Å:
Co1 0.71628 -0.35052 0.01490  -0.244
O1 2.04739 0.68046 1.48881  -0.587
C1 2.43295 0.04012 2.50233  0.195
C2 2.66059 0.71069 3.75615  -0.763
C3 3.14597 0.06629 4.86122  -0.332
C4 3.45752 -1.30572 4.83634  -0.714
C5 3.23691 -1.98978 3.66189  -0.464
C6 2.71409 -1.37830 2.51421  0.623
C7 2.52602 -2.22058 1.35743  -0.064
N1 1.86882 -1.94750 0.29735  0.553
C8 1.83313 -2.91201 -0.78268  -0.931
C9 0.40091 -3.35550 -1.07125  -0.713
N2 -0.46834 -2.21796 -1.27557  0.017
C10 -1.63638 -2.29307 -0.76105  -0.451
C11 -2.74117 -1.37667 -0.88893  1.037
C12 -3.79288 -1.54554 0.02337  -0.416
C13 -4.89021 -0.71550 0.07377  -0.581
C14 -4.94177 0.35270 -0.84477  -0.347
C15 -3.95987 0.54262 -1.77482  -0.660
C16 -2.79945 -0.32342 -1.89063  0.135
O2 -1.95661 -0.16586 -2.79546  -0.829
H1 2.41612 1.76587 3.78380  0.400
H2 3.29071 0.62726 5.78059  0.336
H3 3.84781 -1.80701 5.71321  0.356
H4 3.46123 -3.05318 3.61211  0.256
H5 3.02303 -3.19993 1.41126  0.052
H6 2.45203 -3.78516 -0.52865  0.486
H7 2.24306 -2.43447 -1.67595  0.236
H8 0.04745 -4.01801 -0.26128  0.417
H9 0.41819 -3.94824 -1.99560  0.298
H10 -1.86124 -3.14836 -0.09422  0.026
H11 -3.70950 -2.36036 0.74002  0.172
H12 -5.67157 -0.86022 0.80927  0.367
H13 -5.78064 1.04413 -0.80894  0.322
H14 -4.00686 1.36868 -2.47702  0.391
O3 0.22208 3.67590 -3.33808  -0.697
C17 1.23705 2.99131 -3.88070  0.305
C18 1.80078 3.47325 -5.06488  -0.678
C19 2.86240 2.81525 -5.66124  -0.293
C20 3.38571 1.66029 -5.09053  -0.770
C21 2.82532 1.17717 -3.91862  -0.478
C22 1.75789 1.81803 -3.29928  0.192
C23 1.19327 1.23560 -2.05064  1.045
O4 1.68723 0.15125 -1.59806  -0.823
N3 0.19449 1.89259 -1.50221  -1.075
N4 -0.24921 1.22723 -0.37665  1.144
C24 -1.17180 1.77093 0.32022  -0.336
C25 -1.71291 1.19896 1.52977  0.593
C26 -2.70801 1.92138 2.19980  -0.621
C27 -3.30218 1.46715 3.35712  -0.751
C28 -2.88952 0.22905 3.86602  -0.392
C29 -1.92039 -0.50865 3.23395  -0.622
C30 -1.28343 -0.06323 2.04119  0.357
O5 -0.39469 -0.81501 1.49690  -0.398
H15 -0.02432 3.18243 -2.49238  0.676
H16 1.38161 4.37362 -5.49703  0.387
H17 3.28455 3.20782 -6.58023  0.337
H18 4.21609 1.14276 -5.55519  0.385
H19 3.19825 0.27780 -3.44597  0.396
H20 -1.57274 2.72448 -0.02140  0.171
H21 -3.01753 2.87089 1.77311  0.307
H22 -4.07280 2.04527 3.85158  0.354
H23 -3.34636 -0.15925 4.77136  0.348
H24 -1.60450 -1.47018 3.62084  0.358

Forces on atoms 1 to 2 (eV/Å):
0.328 -0.030 -0.068
-0.125 -0.064 -0.083


Record 3
The following is a quantum chemistry calculation of 6 unconnected molecules or ions with the total composition C3H18O6 at a distorted geometry, from OMol25.

Results
Structure (SMILES) ... CO.CO.CO.O.O.O
M ... 150.17 g mol⁻¹
LUMO level ... 0.0159 Eh
E_tot ... -15685.8180 eV
HOMO-LUMO gap ... 10.754 eV
Charge ... 0

Last column: Mulliken charge in e.
Positions of all 27 atoms, in Å:
C1 -22.79274 15.63791 8.06842  -0.531
O1 -21.60260 15.18999 7.47860  -0.475
H1 -22.52451 16.39483 8.80545  0.220
H2 -23.45368 16.10513 7.33837  0.262
H3 -23.39088 14.77696 8.36688  0.218
H4 -21.75830 15.32510 6.54099  0.305
C2 -28.09417 11.59827 9.77322  -0.460
O2 -27.69495 12.86481 9.25727  -0.479
H5 -29.13449 11.42341 9.49886  0.228
H6 -27.35020 10.94277 9.32053  0.180
H7 -27.98746 11.59794 10.85798  0.245
H8 -28.12565 13.52920 9.80010  0.285
C3 -29.89307 16.33733 5.72986  -0.528
O3 -28.75669 15.53653 5.67138  -0.486
H9 -29.86371 16.98516 6.60596  0.239
H10 -29.91337 17.06497 4.91855  0.228
H11 -30.84894 15.81513 5.77124  0.240
H12 -28.44291 15.28434 6.54290  0.307
O4 -18.95885 11.18088 8.87841  -0.636
H13 -19.72651 11.68343 8.60574  0.316
H14 -19.19083 10.27036 8.69579  0.319
O5 -20.59269 11.69754 3.53073  -0.641
H15 -20.78208 12.63573 3.51748  0.321
H16 -21.35062 11.29372 3.10798  0.316
O6 -21.39013 15.95779 2.53966  -0.628
H17 -20.71039 16.60051 2.33695  0.316
H18 -21.94887 15.94620 1.76255  0.317

Forces on atoms 1 to 2 (eV/Å):
-0.702 0.182 -0.279
0.343 -0.065 -0.843


Record 4
The following is a quantum chemistry calculation of a single C20H28N4O4S molecule at a distorted geometry, from OMol25.

Results
Structure (SMILES) ... COc1ccc(S(=O)(=O)NC[C@@H](c2cccnc2)N2CCN(C)CC2)cc1OC
M ... 420.53 g mol⁻¹
LUMO level ... 0.0197 Eh
E_tot ... -46178.6984 eV
HOMO-LUMO gap ... 9.086 eV
Charge ... 0

Last column: Mulliken charge in e.
Positions of all 57 atoms, in Å:
C1 -5.55084 -0.79493 0.54058  -0.968
O1 -4.31238 -0.78266 1.21028  -0.420
C2 -3.35517 0.07837 0.78665  0.622
C3 -3.48876 0.96541 -0.27039  -0.519
C4 -2.42699 1.78195 -0.64202  -0.719
C5 -1.24695 1.71296 0.05717  -0.363
S1 0.09527 2.79752 -0.38983  1.315
O2 -0.04360 3.14587 -1.77655  -0.669
O3 0.17217 3.84569 0.58813  -0.777
N1 1.46303 1.86174 -0.17984  -0.156
C6 2.15573 1.33839 -1.33002  -1.702
C7 2.29767 -0.20161 -1.27986  -0.056
C8 3.20978 -0.51532 -0.12294  -0.001
C9 2.72921 -0.54401 1.18192  0.273
C10 3.60993 -0.77206 2.22434  -0.865
C11 4.95112 -0.95970 1.92090  -0.416
N2 5.42095 -0.93529 0.68649  -0.643
C12 4.57340 -0.71975 -0.30358  -0.406
N3 1.01624 -0.88102 -1.13013  1.057
C13 1.19544 -2.32368 -1.05215  -0.928
C14 -0.14006 -2.99372 -0.75971  -0.579
N4 -1.05654 -2.73855 -1.85228  -0.222
C15 -2.32208 -3.41087 -1.65746  -1.017
C16 -1.23566 -1.30490 -1.98429  -0.419
C17 0.09640 -0.60247 -2.22192  -1.318
C18 -1.09210 0.85702 1.13492  -0.322
C19 -2.13230 0.02249 1.50495  0.830
O4 -2.09356 -0.87915 2.51745  -0.503
C20 -0.90614 -0.99501 3.26444  -0.812
H1 -6.14532 -1.55659 1.04223  0.255
H2 -6.05976 0.17072 0.61809  0.365
H3 -5.43428 -1.06272 -0.51450  0.364
H4 -4.41285 1.02395 -0.82139  0.416
H5 -2.50919 2.46170 -1.47359  0.478
H6 2.04351 2.22465 0.55666  0.369
H7 3.16228 1.76316 -1.41151  0.545
H8 1.59146 1.64987 -2.21016  0.579
H9 2.79861 -0.50511 -2.22238  0.386
H10 1.67422 -0.39734 1.34804  0.428
H11 3.26759 -0.80325 3.24774  0.439
H12 5.68378 -1.14021 2.69621  0.398
H13 5.00850 -0.71183 -1.29555  0.407
H14 1.90263 -2.56140 -0.25545  0.516
H15 1.59319 -2.72576 -2.00061  0.294
H16 0.00585 -4.07292 -0.66856  0.524
H17 -0.53838 -2.60970 0.19706  0.126
H18 -2.96300 -3.21663 -2.51637  0.339
H19 -2.14739 -4.48356 -1.58842  0.352
H20 -2.84214 -3.07852 -0.74471  0.281
H21 -1.89430 -1.11259 -2.83498  0.608
H22 -1.70023 -0.88280 -1.07874  0.054
H23 -0.09587 0.46912 -2.27679  0.519
H24 0.51748 -0.94349 -3.18460  0.398
H25 -0.15198 0.86473 1.65720  0.361
H26 -1.11222 -1.74846 4.02310  0.297
H27 -0.64292 -0.05145 3.75236  0.378
H28 -0.07148 -1.33033 2.63987  0.227

Forces on atoms 1 to 2 (eV/Å):
-0.209 -0.005 -0.122
0.435 0.116 0.100


Record 5
The following is a quantum chemistry calculation of 2 unconnected molecules or ions with the total composition C2H7N at a distorted geometry, from OMol25.

Results
Structure (SMILES) ... C=N.C
M ... 45.09 g mol⁻¹
LUMO level ... 0.0352 Eh
E_tot ... -3675.6082 eV
HOMO-LUMO gap ... 10.727 eV
Charge ... 0

Last column: Mulliken charge in e.
Positions of all 10 atoms, in Å:
C1 -1.91058 0.50770 -1.83794  -0.215
N1 -0.80766 0.54184 -2.46612  -0.453
H1 -2.49194 1.36839 -1.96343  0.255
H2 -2.24930 -0.26034 -1.02768  0.199
H3 -0.15348 -0.11287 -2.46628  0.214
C2 2.25277 -0.75285 3.41068  -0.982
H4 1.51019 -1.57553 3.56230  0.246
H5 1.46024 -0.08258 3.00445  0.251
H6 2.68507 -1.06425 2.44752  0.246
H7 2.83972 -0.59482 4.26949  0.238

Forces on atoms 1 to 2 (eV/Å):
2.034 -2.014 1.293
-4.342 4.111 -0.446


Record 6
The following is a quantum chemistry calculation of a single C4H10Cl2NO2P molecule at a distorted geometry, from OMol25.

Results
Multiplicity ... 3
M ... 206.01 g mol⁻¹
<S²> ... 2.014
LUMO level (spin up / spin down) ... 0.0244 / -0.0629 Eh
E_tot ... -44224.2352 eV
HOMO-LUMO gap (spin up / spin down) ... 6.340 / 7.981 eV
Charge ... 0

Last column: Mulliken charge in e.
Positions of all 20 atoms, in Å:
C1 0.01638 2.05349 -1.47375  -0.874
C2 0.75296 1.57306 0.86003  -0.795
C3 1.20373 -2.71690 0.28163  -0.663
C4 -2.78444 -0.89311 1.22478  -0.171
N1 0.59754 1.08566 -0.51598  0.134
O1 0.32331 -0.85347 -2.29659  -0.683
O2 1.13373 -1.28756 0.20120  -0.332
P1 0.23319 -0.49491 -0.90554  0.781
Cl1 -1.77971 -1.10723 -0.28905  -0.083
Cl2 -2.80482 0.82925 1.61371  -0.105
H1 0.20698 2.01786 -2.57800  0.261
H2 -1.12331 2.03568 -1.42985  0.305
H3 0.34126 3.04672 -1.18168  0.346
H4 1.07977 0.62809 1.37496  0.240
H5 1.38187 2.46194 0.94356  0.314
H6 -0.17865 1.94993 1.22394  0.324
H7 0.25449 -3.00126 0.83113  0.261
H8 2.06163 -2.80606 0.96781  0.231
H9 1.18097 -3.09756 -0.78517  0.307
H10 -2.09685 -1.42362 1.93286  0.203

Forces on atoms 1 to 2 (eV/Å):
-1.807 0.557 -0.485
0.097 -1.463 -0.317


> Which of these has the highest M?

C30H24CoN4O5


> Which of these has the lowest M?

C2H7N


> Among the records above, which one has the lowest E_tot?

C30H24CoN4O5